[1]
This record from the Open Molecules 2025 dataset describes a 7-piece molecular cluster, C30H74O21S4 overall in a non-equilibrium geometry. The level of theory is wB97M-V/def2-TZVPD.

```
! RIJCOSX wB97M-V def2-TZVPD def2/J DEFGRID3
* xyz 0 1
O -16.10 10.19 18.71
S -15.45 11.43 18.86
O -15.58 12.22 20.05
O -13.92 11.18 18.54
C -12.95 12.10 19.10
C -11.63 11.82 18.42
C -15.89 12.49 17.49
H -12.87 11.96 20.18
H -13.30 13.12 18.92
H -11.40 10.76 18.47
H -10.83 12.36 18.93
H -11.64 12.13 17.37
H -16.96 12.61 17.58
H -15.61 11.95 16.59
H -15.36 13.43 17.62
O -19.20 23.85 25.22
S -18.21 22.88 24.96
O -18.54 21.49 24.95
O -17.55 23.30 23.59
C -16.96 22.30 22.74
C -16.57 22.96 21.43
C -16.87 23.15 26.06
H -17.63 21.47 22.55
H -16.04 21.92 23.19
H -17.44 23.43 20.96
H -16.10 22.22 20.79
H -15.84 23.75 21.60
H -16.08 22.42 25.85
H -17.25 22.96 27.07
H -16.50 24.16 25.92
O -16.81 17.64 24.44
S -16.92 18.07 23.10
O -15.91 18.90 22.52
O -17.06 16.76 22.20
C -16.79 16.92 20.79
C -17.06 15.55 20.20
C -18.52 18.78 22.88
H -15.76 17.21 20.63
H -17.41 17.70 20.34
H -16.31 14.87 20.60
H -16.99 15.53 19.11
H -18.02 15.18 20.57
H -18.73 18.89 21.82
H -18.54 19.71 23.45
H -19.21 18.07 23.32
O -19.14 12.25 24.22
S -18.45 13.49 24.25
O -19.18 14.71 24.16
O -17.61 13.47 25.59
C -16.90 14.69 25.90
C -16.15 14.50 27.21
C -17.18 13.47 23.02
H -17.61 15.51 26.01
H -16.19 14.96 25.11
H -15.86 15.47 27.60
H -15.28 13.86 27.05
H -16.79 14.01 27.95
H -16.72 14.45 23.04
H -17.64 13.37 22.04
H -16.57 12.61 23.27
C -22.45 15.80 32.53
O -21.28 15.86 31.75
C -21.02 14.68 31.03
C -19.97 14.93 29.99
O -20.49 15.72 28.97
C -19.57 15.92 27.92
C -20.23 16.65 26.80
O -20.29 18.03 27.18
C -20.93 18.83 26.22
H -22.89 16.80 32.57
H -22.24 15.48 33.55
H -23.21 15.16 32.09
H -21.92 14.33 30.51
H -20.67 13.87 31.69
H -19.56 13.97 29.62
H -19.09 15.41 30.46
H -19.22 14.92 27.58
H -18.67 16.46 28.23
H -21.25 16.29 26.67
H -19.68 16.58 25.85
H -21.17 19.77 26.70
H -21.86 18.35 25.87
H -20.29 19.02 25.35
C -10.81 19.13 16.73
O -11.68 19.66 17.70
C -11.46 21.02 17.92
C -12.47 21.58 18.88
O -12.23 21.07 20.18
C -13.32 21.29 21.03
C -13.01 20.81 22.42
O -12.63 19.45 22.40
C -12.75 18.86 23.66
H -10.99 19.57 15.74
H -11.01 18.06 16.63
H -9.77 19.26 17.03
H -11.57 21.58 16.97
H -10.43 21.27 18.23
H -13.50 21.39 18.56
H -12.34 22.68 18.89
H -14.22 20.80 20.65
H -13.56 22.36 21.10
H -13.97 20.88 22.97
H -12.24 21.40 22.92
H -12.05 19.25 24.42
H -12.63 17.78 23.60
H -13.78 19.00 24.05
C -20.83 19.95 15.78
O -20.00 19.79 16.92
C -20.32 20.69 17.96
C -19.41 20.45 19.14
O -18.25 21.28 19.17
C -17.44 21.25 18.00
C -16.68 19.96 17.84
O -15.67 19.89 18.81
C -14.72 18.86 18.58
H -20.88 18.98 15.28
H -20.38 20.69 15.10
H -21.83 20.27 16.06
H -21.37 20.58 18.29
H -20.20 21.73 17.62
H -19.14 19.39 19.20
H -19.93 20.72 20.06
H -16.68 22.00 18.23
H -17.99 21.51 17.09
H -16.34 19.80 16.80
H -17.38 19.11 17.97
H -15.22 17.91 18.32
H -14.22 18.70 19.53
H -14.01 19.13 17.79
*
```

Calculated values
Gap between HOMO and LUMO (eV): 9.20
HOMO energy (eV): -9.13
SMILES: CCOS(C)(=O)=O.CCOS(C)(=O)=O.CCOS(C)(=O)=O.CCOS(C)(=O)=O.COCCOCCOC.COCCOCCOC.COCCOCCOC
Relative energy (zero: lowest compared OMol25 entry of this formula, charge and spin) (eV): 0.0000
LUMO level (Ha): 0.003

[2]
This record from the Open Molecules 2025 dataset describes a 15-piece molecular cluster, C5H41N2O14 overall in a non-equilibrium geometry. The level of theory is wB97M-V/def2-TZVPD.

```
! RIJCOSX wB97M-V def2-TZVPD def2/J DEFGRID3
* xyz 1 1
C -0.78 2.40 1.16
N 0.33 2.95 2.00
C -0.41 2.51 -0.34
N 0.37 1.29 -0.65
C -0.54 0.03 -0.96
C -1.87 0.73 -1.32
C -1.65 2.29 -1.21
H -1.70 3.00 1.30
H -1.07 1.39 1.43
H -0.04 3.90 2.53
H 0.36 2.39 2.81
H 0.43 3.31 -0.59
H 1.05 1.06 0.07
H 0.90 1.28 -1.57
H -0.58 -0.68 -0.08
H 0.05 -0.51 -1.80
H -2.41 0.44 -2.16
H -2.72 0.26 -0.66
H -1.62 2.86 -2.22
H -2.65 2.55 -0.82
H -3.43 0.87 2.27
H -4.02 2.06 1.78
O -3.44 1.52 1.53
H 1.98 -1.79 3.46
H 1.98 -2.71 2.29
O 2.39 -2.59 3.17
H 2.33 -0.72 2.05
H 1.76 0.61 2.92
O 1.91 0.10 2.05
H 0.32 2.61 -4.15
H -1.04 1.87 -4.28
O -0.17 1.75 -4.39
H 2.52 1.68 0.72
H 2.57 3.27 0.78
O 3.14 2.46 0.80
H 2.57 -0.61 -0.03
H 2.85 -0.26 -1.46
O 2.17 -0.68 -0.90
H -0.18 -3.69 -0.64
H 0.64 -2.62 0.23
O -0.23 -3.07 0.14
H -0.12 -0.56 3.93
H 0.93 -1.42 4.75
O 0.81 -0.59 4.22
H -1.43 -0.77 1.85
H -2.64 -1.48 2.09
O -2.16 -0.68 2.45
H 2.94 -3.46 -1.13
H 1.61 -3.04 -1.59
O 2.08 -3.38 -0.77
H 3.39 2.07 -2.71
H 3.12 2.79 -1.24
O 2.93 1.96 -1.78
H 0.38 -2.23 -4.25
H 0.71 -1.53 -2.93
O 0.41 -2.35 -3.24
H -3.58 -3.33 0.66
H -2.04 -2.95 0.69
O -2.95 -2.74 1.02
H -2.54 -2.73 -2.14
H -1.73 -3.50 -2.96
O -2.20 -3.60 -2.18
*
```

Calculated values
Gap between HOMO and LUMO (eV): 10.30
HOMO energy (eV): -13.14
Relative energy (zero: lowest compared OMol25 entry of this formula, charge and spin) (eV): 7.1118
LUMO level (Ha): -0.104

[3]
This record from the Open Molecules 2025 dataset describes C3H10N2O2 as an isolated structure in a non-equilibrium geometry. The level of theory is wB97M-V/def2-TZVPD.

```
! RIJCOSX wB97M-V def2-TZVPD def2/J DEFGRID3
* xyz 0 1
C -0.84 -1.36 -0.87
O -1.34 -1.07 -2.17
O -1.77 -0.98 0.13
H -1.14 -0.15 -2.36
H -2.65 -1.30 -0.11
H -0.77 -2.46 -0.89
H -0.15 0.51 -0.83
C 1.10 0.68 0.76
N 1.32 -0.61 0.74
N 0.77 1.35 1.89
C 0.74 1.24 -0.55
H 1.45 -1.07 1.63
H 0.57 0.84 2.74
H 0.42 -1.16 -0.06
H 0.27 2.22 1.81
H 1.48 1.01 -1.31
H 0.55 2.31 -0.54
*
```

Calculated values
Gap between HOMO and LUMO (eV): 8.15
HOMO energy (eV): -7.46
Relative energy (zero: lowest compared OMol25 entry of this formula, charge and spin) (eV): 3.8889
LUMO level (Ha): 0.026

[4]
This record from the Open Molecules 2025 dataset describes a 8-piece molecular cluster, C52H72F7NO25 overall in a non-equilibrium geometry. The level of theory is wB97M-V/def2-TZVPD.

```
! RIJCOSX wB97M-V def2-TZVPD def2/J DEFGRID3
* xyz 0 1
C -3.24 9.02 -4.13
C -4.37 8.26 -4.85
C -3.94 7.70 -6.18
C -2.70 6.78 -6.09
C -2.96 5.40 -6.74
C -2.58 4.28 -5.78
C -3.32 2.96 -6.10
C -3.80 2.09 -4.91
C -2.99 0.79 -4.77
C -2.84 0.25 -3.35
C -4.20 0.20 -2.59
C -4.40 1.24 -1.48
C -4.04 0.74 -0.06
C -3.05 -0.42 0.00
C -2.34 -0.44 1.34
C -1.53 -1.72 1.55
C -0.50 -1.57 2.67
C 0.93 -1.59 2.16
N 1.89 -2.13 3.11
C 2.31 -3.43 2.98
O 1.71 -4.31 2.42
C 3.65 -3.48 3.65
C 4.46 -4.55 3.88
C 4.04 -5.95 3.45
O 5.17 -6.71 3.12
O 5.63 -6.27 1.85
C 5.65 -4.37 4.50
C 6.04 -3.09 4.87
C 5.20 -2.02 4.64
C 5.70 -0.65 5.07
C 4.74 0.04 6.04
C 5.98 0.21 3.82
C 6.60 -0.56 2.67
C 3.99 -2.23 4.04
C 2.87 -1.30 3.67
O 2.74 -0.12 3.81
H -3.60 9.99 -3.84
H -2.97 8.52 -3.22
H -2.37 9.13 -4.76
H -5.19 8.95 -5.02
H -4.76 7.49 -4.19
H -4.76 7.18 -6.67
H -3.69 8.54 -6.82
H -2.46 6.65 -5.04
H -1.89 7.30 -6.57
H -2.41 5.33 -7.66
H -4.02 5.34 -6.95
H -1.51 4.14 -5.86
H -2.80 4.61 -4.78
H -4.17 3.22 -6.71
H -2.67 2.35 -6.72
H -4.81 1.82 -5.18
H -3.81 2.67 -4.00
H -3.39 0.05 -5.44
H -1.99 1.01 -5.14
H -2.08 0.79 -2.80
H -2.49 -0.77 -3.44
H -4.40 -0.80 -2.22
H -4.94 0.41 -3.34
H -3.88 2.15 -1.72
H -5.46 1.49 -1.47
H -4.93 0.50 0.50
H -3.58 1.57 0.46
H -3.60 -1.35 -0.05
H -2.32 -0.35 -0.79
H -1.66 0.41 1.40
H -3.06 -0.37 2.15
H -1.04 -1.95 0.60
H -2.20 -2.54 1.75
H -0.72 -0.67 3.22
H -0.60 -2.42 3.34
H 1.22 -0.58 1.88
H 0.94 -2.19 1.26
H 3.51 -6.41 4.28
H 3.34 -5.85 2.64
H 6.51 -5.90 1.99
H 6.30 -5.19 4.73
H 6.97 -2.89 5.36
H 6.64 -0.80 5.59
H 4.67 1.10 5.82
H 5.13 -0.05 7.05
H 3.77 -0.42 6.06
H 6.59 1.07 4.09
H 5.01 0.54 3.48
H 5.85 -1.06 2.08
H 7.11 0.11 1.99
H 7.34 -1.29 3.00
C -2.88 0.31 5.90
C -2.29 1.69 6.12
O -2.25 2.21 4.80
C -3.25 1.61 4.10
O -3.65 1.99 3.05
O -3.72 0.53 4.76
F -1.03 1.63 6.62
H -2.11 -0.42 5.65
H -3.45 -0.04 6.75
H -2.89 2.34 6.75
C -5.11 -2.95 -7.98
C -4.12 -3.30 -9.07
O -3.10 -2.34 -8.87
C -3.11 -2.01 -7.54
O -2.24 -1.43 -6.99
O -4.26 -2.43 -6.96
F -4.65 -3.14 -10.31
H -5.81 -2.17 -8.31
H -5.68 -3.81 -7.62
H -3.70 -4.30 -8.99
C 1.23 8.04 -9.27
C 0.26 6.89 -9.08
O -0.99 7.50 -9.33
C -0.76 8.53 -10.20
O -1.60 9.09 -10.82
O 0.56 8.83 -10.25
F 0.29 6.43 -7.80
H 1.35 8.62 -8.35
H 2.21 7.72 -9.62
H 0.41 6.06 -9.77
C 0.00 4.41 0.04
C 0.51 5.80 -0.29
O 0.29 5.87 -1.69
C -0.77 5.05 -1.98
O -1.36 5.08 -3.00
O -1.03 4.23 -0.94
F 1.83 5.93 -0.03
H 0.78 3.66 -0.10
H -0.40 4.33 1.04
H -0.04 6.61 0.20
C 6.81 -5.87 7.76
C 6.63 -5.41 9.18
O 7.92 -4.93 9.50
C 8.50 -4.51 8.34
O 9.46 -3.83 8.27
O 7.81 -4.99 7.26
F 6.30 -6.42 10.02
H 7.18 -6.90 7.71
H 5.90 -5.78 7.17
H 5.91 -4.60 9.31
C -2.71 -3.52 7.99
C -3.71 -4.60 7.65
O -4.90 -3.85 7.46
C -4.54 -2.61 7.04
O -5.28 -1.82 6.55
O -3.22 -2.39 7.26
F -3.88 -5.47 8.67
H -2.71 -3.29 9.06
H -1.70 -3.76 7.68
H -3.49 -5.15 6.74
C 2.88 -7.83 -0.05
C 3.40 -9.17 0.42
O 3.53 -9.88 -0.80
C 3.78 -8.96 -1.78
O 4.19 -9.22 -2.86
O 3.49 -7.71 -1.34
F 2.50 -9.81 1.21
H 1.80 -7.82 -0.16
H 3.18 -7.01 0.60
H 4.36 -9.13 0.93
*
```

Calculated values
Gap between HOMO and LUMO (eV): 8.81
HOMO energy (eV): -9.69
SMILES: CCCCCCCCCCCCCCCCCCN1C(=O)c2c(COO)ccc([C@H](C)CC)c2C1=O.O=C1OC[C@@H](F)O1.O=C1OC[C@@H](F)O1.O=C1OC[C@@H](F)O1.O=C1OC[C@@H](F)O1.O=C1OC[C@@H](F)O1.O=C1OC[C@@H](F)O1.O=C1OC[C@@H](F)O1
LUMO level (Ha): -0.032

[5]
This record from the Open Molecules 2025 dataset describes CrH6O11P2 as an isolated structure in a non-equilibrium geometry. The level of theory is wB97M-V/def2-TZVPD.

```
! RIJCOSX wB97M-V def2-TZVPD def2/J DEFGRID3
* xyz -3 4
Cr 17.88 20.13 25.16
P 16.06 19.71 23.21
O 16.05 20.43 24.63
O 15.53 20.68 22.06
O 15.45 18.30 23.02
O 17.59 19.68 23.27
P 19.52 21.73 25.80
O 20.73 22.30 26.62
O 19.27 20.38 26.48
O 19.60 20.84 24.54
O 18.07 22.00 25.73
O 16.80 19.62 27.06
H 17.46 19.21 27.63
H 15.98 19.55 27.56
O 18.26 18.07 25.40
H 18.11 17.44 26.11
H 18.46 17.52 24.64
O 15.77 23.03 24.16
H 16.56 23.38 24.58
H 15.80 22.09 24.34
*
```

Calculated values
Gap between HOMO and LUMO (alpha / beta) (eV): 3.62 / 4.04
HOMO energy (alpha / beta) (eV): 3.61 / 3.12
Relative energy (zero: lowest compared OMol25 entry of this formula, charge and spin) (eV): 2.0680
LUMO level (alpha / beta) (Ha): 0.266 / 0.263

[6]
This record from the Open Molecules 2025 dataset describes C6H11NO as an isolated structure in a non-equilibrium geometry. The level of theory is wB97M-V/def2-TZVPD.

```
! RIJCOSX wB97M-V def2-TZVPD def2/J DEFGRID3
* xyz 0 1
C 1.63 2.89 0.31
C 0.56 0.85 1.41
C 0.97 1.55 0.14
O 0.79 1.05 -0.95
H 2.42 2.84 1.06
H 2.04 3.23 -0.64
H 0.26 1.57 2.18
H 1.42 0.30 1.79
H -0.25 0.15 1.23
H 0.90 3.62 0.66
C -0.59 -1.88 -1.08
C -2.80 -0.96 -0.63
C -0.19 -3.12 -0.70
N -1.89 -1.19 0.11
H 0.09 -1.03 -1.14
H -1.28 -1.81 -2.01
H -3.85 -0.74 -0.69
H -0.05 -3.38 0.34
H -0.20 -3.95 -1.38
*
```

Calculated values
Gap between HOMO and LUMO (alpha / beta) (eV): 7.32 / 7.75
HOMO energy (alpha / beta) (eV): -7.16 / -7.46
Relative energy (zero: lowest compared OMol25 entry of this formula, charge and spin) (eV): 5.5328
LUMO level (alpha / beta) (Ha): 0.006 / 0.011